{"formula": "C5H11O2", "method": "ωB97M-V with the def2-TZVPD basis set", "symbols": ["O", "O", "C", "H", "H", "H", "C", "C", "H", "H", "H", "H", "C", "H", "H", "H", "C", "H"], "coordinates": [[-2.8045, -0.2187, -2.9185], [2.1493, -1.2433, 2.0811], [-2.0874, 0.3538, -0.6428], [-0.2761, -0.0436, 1.8281], [3.2833, -0.4991, -0.0731], [-1.6034, 1.4101, -2.4363], [2.4591, 0.1295, 0.2377], [0.5870, 0.6198, 1.8356], [2.2788, 0.9989, -0.3760], [0.7869, 0.8918, 2.8841], [-1.1272, 0.5849, -0.1767], [0.3976, 1.5193, 1.2635], [1.7995, -0.1116, 1.3664], [-2.8513, 1.0975, -0.3948], [-2.4462, -0.6130, -0.2771], [-0.8356, -0.1980, -2.2858], [-1.8350, 0.3211, -2.1904], [2.0162, -1.0517, 3.0198]], "atomic_forces_ev_per_a": [[-0.2, 0.0, -0.1], [-0.1, 0.2, 0.5], [0.0, 0.0, -0.5], [-0.1, 0.1, -0.1], [0.0, -0.1, 0.2], [0.1, -0.2, 0.0], [0.4, 0.3, 0.2], [0.7, -0.1, 1.0], [-0.4, -0.1, 0.0], [-0.3, 0.2, 0.0], [-0.1, 0.2, 0.3], [-0.1, 0.0, -0.1], [0.1, -0.3, -1.2], [0.1, 0.1, 0.1], [0.1, -0.1, -0.1], [0.0, 0.0, -0.1], [-0.1, 0.0, 0.3], [-0.1, -0.2, -0.2]], "total_energy_ev": -9456.8073, "de_lowest_kcal_mol": 74.3, "charge": -1, "multiplicity": 1}

=====

{"formula": "C21H31N3O5S", "method": "ωB97M-V with the def2-TZVPD basis set", "symbols": ["C", "C", "C", "N", "C", "O", "C", "H", "H", "C", "C", "N", "H", "C", "C", "H", "H", "C", "H", "C", "H", "H", "H", "C", "H", "H", "H", "O", "H", "O", "O", "H", "C", "H", "H", "H", "C", "H", "H", "N", "H", "H", "S", "H", "H", "O", "C", "H", "H", "C", "C", "H", "C", "H", "C", "H", "H", "C", "H", "H", "C"], "coordinates": [[-2.4692, -4.3744, -2.2402], [-0.9710, -1.0280, -1.5745], [-4.0470, -3.8713, -0.3153], [-3.2383, -2.9075, 0.4168], [-3.2029, -4.9354, -1.0199], [2.1003, 3.7201, 2.3651], [-2.7831, -3.4200, 1.6981], [-2.2106, -0.3898, 0.7173], [-1.8865, -5.1695, -2.7184], [4.0452, 2.6945, -1.5742], [-3.9543, -1.6587, 0.6311], [4.0449, 3.2865, 0.8033], [4.0512, 5.6568, 2.1374], [5.0288, 5.1831, 2.0934], [4.5670, 3.6435, -0.5038], [-1.0085, -2.1935, 1.7248], [2.9830, 2.8544, -1.7310], [-3.0580, -0.6594, 1.3629], [-1.5535, -2.7240, 3.3450], [2.2156, 0.8411, 0.9980], [-3.1856, -3.9755, -2.9622], [-3.6186, 0.2433, 1.6107], [-2.3464, 1.9212, -1.8208], [1.7051, -0.3950, 0.6576], [4.3231, 3.2907, 2.8243], [4.5673, 2.8783, -2.5103], [3.0287, 0.9322, 1.6991], [0.0004, -1.4946, -0.7192], [4.2830, 4.6701, -0.7642], [-2.5804, -1.1756, 2.5825], [1.9527, 4.5979, 0.0684], [-4.6088, -3.3231, -1.0750], [0.6540, -0.4141, -0.2497], [-3.6350, -3.6407, 2.3675], [-1.2413, 1.7870, -3.1857], [-2.2163, -4.3401, 1.5452], [0.6469, 2.0014, -0.4480], [-4.2314, -1.2440, -0.3403], [-4.8702, -1.8214, 1.2270], [-1.5915, -3.2866, -1.8939], [-3.8605, -5.7395, -1.3533], [-2.4785, -5.3629, -0.3248], [2.3954, 3.5696, 0.9695], [2.0961, -1.3086, 1.0755], [5.5695, 5.4038, 3.0101], [-2.7904, -1.6722, -2.9441], [-1.8853, -2.3784, 2.3643], [0.2724, 2.9311, -0.8448], [5.8158, 3.1725, 1.8629], [1.6931, 2.0064, 0.4426], [-1.8331, 1.2153, -2.4722], [4.2054, 1.6610, -1.2762], [4.8467, 3.6749, 1.9483], [-0.9166, -3.4517, -1.1636], [-1.8853, -2.0046, -2.1988], [5.5836, 5.5943, 1.2531], [5.6567, 3.5782, -0.4510], [0.1129, 0.7647, -0.8060], [-2.5624, 0.6138, -3.0057], [-4.7742, -4.3647, 0.3535], [-0.9496, 0.3369, -1.6680]], "atomic_forces_ev_per_a": [[-0.2, -0.3, 0.0], [-0.2, 1.3, -0.2], [0.1, -0.2, 0.0], [-0.1, 0.1, 0.2], [-0.1, 0.4, -0.1], [0.2, -0.1, 0.2], [0.2, 0.2, 0.1], [0.0, 0.0, 0.0], [-0.1, 0.1, 0.0], [0.2, 0.2, 0.0], [0.2, 0.2, 0.2], [-1.1, 0.1, 0.2], [0.0, 0.1, 0.0], [0.0, -0.3, -0.1], [0.0, 0.0, -0.7], [0.0, 0.0, 0.0], [-0.1, 0.0, -0.1], [-0.3, 0.1, -0.3], [0.0, 0.0, -0.1], [0.0, -0.2, 0.0], [0.1, -0.1, 0.0], [0.0, 0.0, -0.1], [-0.1, 0.1, 0.0], [-0.1, -0.2, 0.0], [0.3, 0.0, 0.0], [0.0, 0.0, -0.1], [0.1, -0.1, 0.1], [0.1, -0.4, 0.1], [0.2, -0.1, 0.0], [-0.1, 0.0, 0.2], [0.1, -0.2, -0.2], [-0.1, 0.0, 0.0], [0.0, 1.0, -0.1], [0.0, 0.0, 0.0], [0.0, 0.1, -0.1], [0.0, 0.0, 0.1], [-0.1, 0.0, -0.1], [-0.1, 0.0, 0.0], [0.0, 0.0, 0.0], [0.4, -0.1, -0.2], [0.0, -0.1, 0.0], [0.0, -0.1, 0.0], [0.0, -0.5, -0.1], [0.1, -0.1, 0.1], [0.1, 0.1, 0.1], [-0.2, 0.2, 0.0], [0.0, -0.4, 0.0], [-0.1, 0.1, -0.1], [-0.1, 0.0, 0.0], [0.2, 0.6, 0.1], [-0.1, -0.1, -0.1], [0.0, -0.1, 0.0], [0.1, 0.3, 0.6], [0.0, 0.1, 0.0], [0.4, -0.5, 0.1], [0.1, 0.1, -0.1], [-0.1, 0.0, 0.1], [0.4, -0.6, 0.4], [0.0, 0.1, 0.0], [0.0, 0.1, 0.0], [-0.1, -0.9, -0.1]], "smiles": "CCN(CC)S(=O)(=O)c1ccc2oc(C(=O)NCCCN3CCOCC3)c(C)c2c1", "total_energy_ev": -47822.9831, "de_lowest_kcal_mol": 51.3, "charge": 0, "multiplicity": 1}

=====

{"formula": "C10H7N6O6", "method": "ωB97M-V with the def2-TZVPD basis set", "symbols": ["N", "H", "N", "O", "C", "O", "H", "C", "C", "H", "N", "H", "C", "C", "O", "C", "N", "N", "C", "O", "C", "H", "O", "H", "C", "H", "N", "O", "C"], "coordinates": [[0.1089, -0.7120, 2.2024], [2.4655, 1.3952, 1.2772], [-0.5779, -3.4909, 0.9423], [-1.1833, -3.8794, -0.0854], [-2.6302, -3.8830, 2.2852], [0.6347, -3.1749, 0.9228], [-2.5086, -0.4397, 1.8045], [-1.2930, -3.4245, 2.1918], [-0.6265, -2.8770, 3.2988], [-3.1000, -4.3166, 1.4059], [0.2810, 1.3573, 1.2819], [-2.3318, 1.0818, 0.8756], [1.5415, 0.8584, 1.4637], [-3.3105, -3.8417, 3.5104], [-5.1230, -4.9314, 2.6041], [-1.3285, -2.7876, 4.4912], [-4.6475, -4.3865, 3.6258], [-0.8892, -2.3909, 5.7663], [1.4268, -0.4594, 1.9894], [0.1318, -1.8532, 6.1634], [-2.0243, 0.5411, 1.7748], [0.4203, -2.5877, 3.2618], [-5.2723, -4.3001, 4.7011], [-2.3377, 1.1103, 2.6565], [-0.5701, 0.3856, 1.7579], [2.2242, -1.1673, 2.1746], [-2.9617, -3.3462, 5.9997], [-1.9081, -2.7794, 6.6678], [-2.6256, -3.2957, 4.6786]], "atomic_forces_ev_per_a": [[-0.9, 0.4, -0.3], [-0.3, 0.1, -0.3], [1.9, -0.2, -2.1], [0.5, 0.6, 1.9], [-0.2, 0.1, 1.0], [-2.7, -0.9, 0.4], [-0.1, 0.1, 0.0], [-0.1, 0.2, 1.2], [1.1, 0.6, -1.5], [0.0, 0.2, 0.3], [-0.7, -0.6, 0.6], [-0.1, -0.1, 0.2], [-0.8, -2.0, 0.7], [0.8, 0.3, -0.1], [0.7, 0.8, 1.5], [-0.2, 0.4, 2.4], [-1.6, -0.8, -0.3], [0.0, -0.6, -1.3], [0.2, 2.0, -0.3], [-1.3, -0.7, -0.2], [-0.6, 0.0, 0.1], [-0.3, -0.3, -0.1], [1.5, 0.0, -1.7], [-0.2, 0.0, -0.1], [3.5, 0.3, -0.4], [-0.2, -0.1, 0.1], [0.3, 0.3, -2.2], [1.0, 0.6, -0.9], [-1.1, -1.0, 1.5]], "total_energy_ev": -31699.6510, "de_lowest_kcal_mol": 104.5, "charge": -1, "multiplicity": 1}

=====

| no. | molar mass (g/mol) |
| --- | --- |
| 1 | 103.14 |
| 2 | 437.56 |
| 3 | 307.20 |